Entry 1:
Density functional theory data (ωB97M-V/def2-TZVPD) for a molecular structure, C19H47AgAsCl2F6N7O8 in a non-equilibrium geometry.

Its spin multiplicity is 2. Its LUMO energy (spin up / spin down) is -0.117 / -0.292 Ha. Its expectation value of S² is 0.75. The HOMO-LUMO gap (spin up / spin down) comes out at 7.849 / 3.094 eV. The calculation puts the largest force on an atom at 2.18 eV/Å. As for the charge: +1.

```
91
Properties=species:S:1:pos:R:3:forces:R:3:lowdin_charge:R:1
Ag 1.55543 -3.09186 -1.65893 -1.762 0.418 0.736 1.18
As -0.93318 -0.16374 -0.10857 -0.540 -0.254 0.466 0.74
F -0.38685 0.89592 -1.32521 0.196 0.005 -0.776 -0.21
F -2.27945 -0.61925 -1.11702 -0.072 -0.022 -0.291 -0.24
F -1.56547 -1.30795 1.03966 0.334 -0.301 0.442 -0.25
F 0.40418 0.35374 0.85268 0.219 -0.633 0.248 -0.21
F -1.90273 1.03231 0.64808 -0.185 0.332 -0.060 -0.21
F -0.02914 -1.51092 -0.78970 -0.229 0.649 0.206 -0.29
Cl -2.47410 -1.58765 4.47473 -0.130 -0.221 0.075 0.55
C -3.45033 -0.29380 3.75442 0.224 0.865 -0.846 -0.68
C -4.94532 -0.49176 3.72338 0.152 0.754 0.635 -0.65
Cl -5.40483 -1.90980 2.76774 -0.136 -0.040 0.260 0.58
H -3.10785 -0.13017 2.73147 0.162 -0.357 0.035 0.03
H -3.18607 0.62870 4.27120 -0.242 -0.104 0.278 0.08
H -5.38497 0.40551 3.28303 0.115 -0.150 -0.440 0.08
H -5.36476 -0.46809 4.72940 -0.056 -0.835 -0.018 0.08
C 4.21387 3.24306 -2.56747 -0.055 0.095 0.361 -0.05
C 3.55738 2.21871 -1.63946 1.129 -0.154 -1.205 -0.51
C 3.68392 2.56372 -0.18075 0.224 0.204 0.476 -0.05
O 2.18681 2.07650 -1.99150 -0.046 -0.114 0.151 -0.06
H 5.20109 3.49624 -2.17517 -0.147 0.238 0.170 0.08
H 3.57822 4.12655 -2.64029 0.213 0.114 -0.116 0.08
H 4.43318 2.82858 -3.55107 -0.473 0.010 -0.112 0.08
H 4.10501 1.31001 -1.94479 -0.277 -0.361 0.755 0.13
H 3.30903 1.77420 0.47347 -0.405 0.018 -0.108 0.05
H 3.13320 3.49399 -0.01787 -0.100 -0.115 0.191 0.09
H 4.69615 2.73425 0.19331 0.137 0.033 -0.463 0.09
H 1.77377 1.63764 -1.23780 -0.232 -0.018 -0.190 0.05
O -6.65053 1.58262 -1.25826 -0.439 0.130 -0.732 0.06
C -5.52608 1.19431 -1.06502 0.200 0.449 2.120 -0.59
N -4.40826 1.90273 -1.39085 -0.287 -0.412 -0.357 0.16
C -5.25734 0.00237 -0.14418 -0.272 -0.341 -0.305 -0.04
H -3.51763 1.48014 -1.22595 0.309 0.256 0.083 0.05
H -4.50383 2.82766 -1.77143 0.091 -0.049 -0.172 0.11
H -6.14705 -0.28499 0.41056 -0.362 0.080 -0.526 0.06
H -4.54589 0.19754 0.65856 0.522 0.121 -0.512 0.05
H -4.95423 -0.83003 -0.78353 0.226 -0.186 0.386 0.07
O 3.58375 2.94209 4.27551 -0.626 0.189 -0.128 0.01
C 2.35765 2.96885 4.20811 1.086 -0.855 0.148 -0.58
N 1.62924 3.08302 5.35950 0.644 -0.122 -0.161 0.15
C 1.66580 2.59784 2.91402 -1.114 0.221 1.663 -0.01
H 0.65561 3.28854 5.46660 -0.105 -0.037 -0.281 0.10
H 2.22635 3.04477 6.17151 -0.294 0.328 0.161 0.11
H 1.78625 1.51877 2.84027 0.447 0.018 -0.468 0.06
H 2.04320 3.19055 2.09595 -0.079 -0.183 -0.282 0.07
H 0.59136 2.68657 3.10123 -0.044 0.408 -0.653 0.08
O 1.17997 -3.88346 0.50893 0.241 -0.509 -0.372 -0.07
C 1.06099 -4.04746 1.72740 -0.110 0.064 0.324 -0.55
N 0.07448 -3.43277 2.38350 -0.385 0.160 -0.248 0.21
C 1.98993 -4.91511 2.53253 0.178 0.473 -0.078 0.02
H -0.60345 -2.92838 1.83235 0.065 0.326 0.065 0.07
H -0.06621 -3.42547 3.37691 0.164 -0.303 0.097 0.10
H 2.92272 -4.35916 2.65990 0.068 -0.151 -0.119 0.09
H 2.18871 -5.83004 1.98227 0.053 -0.040 0.056 0.09
H 1.61102 -5.12121 3.52921 -0.124 -0.140 -0.038 0.08
O -1.24280 5.62743 0.03762 -0.513 -0.250 -0.211 0.03
C -0.82153 4.84152 -0.79283 1.111 0.660 0.660 -0.59
N -0.78699 3.50396 -0.56454 -0.509 -0.006 0.211 0.16
C -0.06396 5.35046 -2.00277 -0.079 -1.052 0.032 0.00
H -1.30542 3.12841 0.21020 -0.021 0.205 0.174 0.08
H -0.43567 2.82473 -1.19848 0.210 0.097 -0.560 0.04
H -0.46963 6.31786 -2.26456 0.168 0.092 -0.221 0.08
H -0.07695 4.61798 -2.81403 -0.285 0.272 -0.197 0.07
H 0.99140 5.39288 -1.72808 -0.045 0.393 0.149 0.08
O 2.83866 -1.84425 -0.35209 0.170 0.146 0.023 -0.08
C 3.71699 -1.51657 0.47052 0.307 0.556 -0.596 -0.54
N 3.36794 -0.82287 1.55039 -1.030 -0.017 0.119 0.22
C 5.16066 -1.77101 0.20291 0.626 -1.211 -0.696 0.02
H 2.38392 -0.57615 1.60103 0.100 -0.021 0.066 0.10
H 3.95630 -0.46528 2.28487 0.422 -0.143 -0.291 0.14
H 5.68597 -0.94971 -0.28473 -0.274 0.424 0.422 0.10
H 5.23279 -2.56135 -0.55052 -0.219 -0.035 0.131 0.09
H 5.73139 -2.14311 1.05169 -0.094 0.386 0.245 0.09
O 0.67314 -1.96450 -3.50770 0.640 0.346 0.485 -0.07
C -0.00436 -1.01357 -3.96292 -0.477 -1.495 -0.521 -0.52
N -1.33762 -0.95776 -3.79800 0.834 0.701 -0.281 0.21
C 0.57572 -0.10393 -5.01053 -0.508 0.192 -0.276 0.03
H -1.84667 -1.50763 -3.12985 0.182 -0.075 0.229 0.10
H -1.80229 -0.16496 -4.20800 -0.240 -0.056 0.156 0.12
H 0.93935 -0.72667 -5.82776 0.287 -0.134 0.217 0.10
H 1.36828 0.54242 -4.64558 0.056 -0.090 0.186 0.09
H -0.21283 0.49417 -5.47035 0.095 0.222 0.220 0.09
O -0.41606 -4.12229 -1.86163 0.650 -0.357 -0.841 -0.02
C -1.62225 -4.38934 -1.66964 -0.027 0.136 -0.003 -0.50
N -2.40711 -3.71571 -0.85049 0.272 0.625 0.328 0.24
C -2.19847 -5.54109 -2.43573 -0.055 -0.730 0.144 0.03
H -2.08424 -2.84449 -0.44556 0.117 -0.120 0.185 0.07
H -3.30657 -4.04052 -0.54059 -0.142 -0.118 -0.383 0.14
H -1.92709 -5.51533 -3.48816 0.184 0.265 0.045 0.10
H -3.28187 -5.61644 -2.36898 -0.003 0.200 0.152 0.09
H -1.77480 -6.46219 -2.02772 0.018 0.036 -0.028 0.11
```
Forces are in eV/Å.

***

Entry 2:
Density functional theory data (ωB97M-V/def2-TZVPD) for a molecular structure, C19H47Br2Cl4FMgN4O10P in a non-equilibrium geometry.

Its LUMO energy is -0.267 Ha. The HOMO-LUMO gap comes out at 1.037 eV. The calculation puts the largest force on an atom at 2.58 eV/Å. As for the charge: +1.

```
89
Properties=species:S:1:pos:R:3:forces:R:3:lowdin_charge:R:1
O 1.06624 -2.17873 1.10062 0.504 0.437 -0.774 -0.32
P 1.86493 -3.28242 0.24419 -0.157 -2.291 1.167 0.66
Br 4.02692 -2.93539 0.67028 -0.209 0.433 -0.382 0.42
N 1.48722 -2.81552 -1.50918 0.106 1.058 0.587 -0.23
C 0.56625 -1.64345 -1.64659 -0.059 0.662 -0.402 -0.15
C 1.22064 -0.29502 -1.40245 0.628 0.305 -0.217 -0.16
C 2.75900 -0.29483 -1.43383 -0.878 -0.134 -0.246 -0.19
C 3.30994 -1.30234 -2.43418 0.333 -0.292 0.731 -0.16
C 2.68534 -2.70606 -2.38951 0.163 0.643 -0.864 -0.20
H 1.15368 -2.44404 2.03440 -0.363 0.180 0.192 0.05
H 0.95853 -3.62460 -1.83578 0.185 -0.349 0.161 0.13
H 0.20431 -1.65177 -2.66393 -0.047 -0.331 -0.408 0.14
H -0.29561 -1.76937 -1.01581 -0.215 -0.350 0.401 0.11
H 0.89747 0.34483 -2.20878 -0.259 0.244 -0.270 0.12
H 0.88122 0.18292 -0.49792 -0.173 -0.068 0.416 0.09
H 3.05510 0.69213 -1.74619 0.275 0.391 -0.045 0.12
H 3.14356 -0.42082 -0.43203 0.246 -0.321 0.208 0.06
H 3.25746 -0.93414 -3.44623 -0.239 0.257 -0.288 0.12
H 4.35986 -1.42588 -2.21655 0.433 -0.010 -0.051 0.10
H 2.35559 -2.96132 -3.38433 -0.340 -0.188 -0.287 0.13
H 3.41496 -3.45376 -2.13831 0.077 -0.373 0.499 0.08
C -1.25910 3.94287 -0.43777 0.329 0.239 -0.547 -0.12
C -1.28204 2.40946 -0.51273 -0.603 0.536 0.131 -0.42
C -2.58485 1.78775 -1.08179 0.119 -0.254 -0.552 -0.26
O -3.69059 1.74267 -0.16045 0.116 0.023 -0.466 -0.31
C -4.45388 2.94175 -0.04553 -0.291 -0.164 0.143 -0.20
N -0.98063 1.87118 0.82238 0.277 -0.404 -0.162 0.04
H -1.87122 4.32789 0.38044 -0.087 -0.075 -0.039 0.07
H -0.23424 4.28481 -0.26426 0.003 -0.127 0.157 0.07
H -1.61128 4.40954 -1.40403 0.580 -0.550 1.360 -0.07
H -0.47263 2.11908 -1.18945 -0.067 -0.105 -0.070 0.11
H -2.38317 0.73200 -1.31024 0.043 -0.069 0.217 0.10
H -2.88108 2.28165 -2.05139 0.368 -0.515 1.087 -0.02
H -4.51722 3.48158 -0.99118 0.194 0.073 0.101 -0.02
H -4.03851 3.59720 0.72104 -0.012 0.156 -0.107 0.07
H -5.45903 2.65437 0.27811 0.041 -0.085 0.145 0.08
H -0.89486 0.85853 0.75164 -0.018 -0.019 0.050 0.05
H -1.80663 2.00031 1.39529 0.044 0.172 0.112 -0.01
C 5.50918 1.86305 1.21385 0.263 -0.240 -0.070 -0.08
O 5.41135 2.42253 2.51282 -0.423 0.114 -0.151 -0.17
C 5.38274 3.80638 2.50715 -0.058 -0.617 -0.345 -0.29
C 3.97662 4.33661 2.75674 -0.211 0.666 0.331 -0.18
O 3.15388 4.00138 1.66999 0.127 -0.315 0.006 -0.16
C 2.29747 2.89808 1.93422 -0.080 0.016 -0.133 -0.09
H 5.31885 0.79420 1.30174 0.050 0.007 0.092 0.09
H 4.77491 2.30063 0.53314 0.006 0.076 0.051 0.09
H 6.51720 2.01070 0.81386 -0.028 0.026 -0.042 0.10
H 5.79750 4.19964 1.57678 0.029 0.166 0.063 0.14
H 6.04716 4.18106 3.37718 0.169 -0.014 0.066 -0.09
H 4.01760 5.42609 2.82547 0.071 -0.005 -0.014 0.14
H 3.57339 3.95178 3.69601 0.078 -0.083 0.016 0.14
H 1.49398 3.20527 2.60833 -0.025 -0.082 0.012 0.10
H 2.84219 2.05419 2.36909 0.052 0.060 0.045 0.09
H 1.85436 2.58517 0.99122 -0.063 0.104 -0.008 0.07
Br 7.89794 4.11152 4.04969 -0.054 0.113 0.026 0.18
C 3.60752 -7.56345 -2.73401 0.061 -0.124 0.082 0.06
N 2.75137 -6.47616 -2.18669 -0.023 -0.075 -0.032 -0.44
O 2.70836 -6.32574 -0.98761 0.035 0.102 0.055 0.05
O 2.13656 -5.79050 -2.98784 0.009 0.118 0.012 0.04
H 4.08171 -8.07477 -1.90595 -0.034 0.044 0.072 0.10
H 2.96289 -8.23495 -3.29250 -0.011 0.068 -0.093 0.11
H 4.34410 -7.10173 -3.38424 -0.074 0.017 -0.089 0.11
N -6.18216 1.79535 -2.93918 0.018 0.033 -0.027 0.26
H -6.80014 0.98387 -2.75001 0.236 0.578 0.036 0.02
H -5.60616 1.99031 -2.11117 0.059 0.053 -0.098 0.09
H -5.53936 1.57820 -3.77152 0.486 -0.088 -0.581 0.09
H -6.74804 2.61797 -3.15838 0.118 0.040 -0.005 0.15
C -3.80854 2.06944 4.31521 -0.100 0.095 -0.007 -1.53
Cl -5.42724 2.37839 4.94330 0.031 -0.041 0.000 0.54
Cl -3.88380 1.49772 2.64311 -0.020 -0.134 0.322 0.62
Cl -2.80653 3.51522 4.42172 0.020 -0.038 -0.010 0.54
H -3.35369 1.29838 4.92111 0.012 -0.010 0.031 0.01
C -4.96667 -0.21417 -5.53579 -0.225 0.631 -1.562 -0.48
O -4.52040 0.94619 -5.12707 -0.535 0.137 0.994 -0.29
H -5.18278 -0.93621 -4.67754 1.069 -0.514 -1.261 -0.19
H -5.94428 -0.23176 -6.08086 -0.065 0.102 0.233 0.09
H -4.32234 -0.86437 -6.16601 0.306 0.204 0.265 0.09
Mg -5.94388 -1.30836 -3.35567 -1.087 -0.973 2.051 0.78
Cl -3.11468 4.20027 -2.66336 -1.264 0.970 -1.881 0.01
C -2.10593 -3.11110 3.44407 -0.101 0.365 -0.143 -0.04
C -2.33585 -3.88666 4.72127 -0.134 -0.368 -0.179 -0.30
O -1.13216 -4.63445 4.84361 0.055 0.505 0.053 0.15
C -0.15338 -3.91406 4.24280 -0.109 -0.231 0.103 -0.56
O 1.00742 -4.09572 4.36605 0.371 -0.035 -0.189 0.19
O -0.68160 -2.93349 3.46354 -0.218 -0.031 0.001 0.03
F -3.37754 -4.73757 4.60642 0.075 -0.013 0.036 0.09
H -2.39082 -3.68453 2.56147 -0.040 -0.166 0.113 0.15
H -2.61954 -2.15356 3.42614 0.204 0.114 0.032 0.14
H -2.47040 -3.26932 5.61035 -0.071 -0.063 0.039 0.18
```
Forces are in eV/Å.

***

Entry 3:
Density functional theory data (ωB97M-V/def2-TZVPD) for a molecular structure, C19H47CoO3PS3SbSi.

Its spin multiplicity is 2. For the relative energy (zero: lowest compared OMol25 entry of this formula, charge and spin), the calculation gives 3.689 eV. Its LUMO energy (spin up / spin down) is -0.152 / -0.140 Ha. Its expectation value of S² is 0.78. The HOMO-LUMO gap (spin up / spin down) comes out at 4.071 / 4.228 eV. The calculation puts the largest force on an atom at 0.88 eV/Å. As for the charge: +1.

```
76
Properties=species:S:1:pos:R:3:forces:R:3:lowdin_charge:R:1
Co 0.67397 0.27725 -0.98369 -0.398 0.304 -0.362 -0.24
C 1.94386 1.57794 -3.85763 0.222 -0.157 0.334 -0.46
C 0.64213 0.90390 -4.24387 -0.364 0.097 0.319 -0.47
S -0.66417 0.93313 -2.95776 0.277 0.226 0.003 0.90
C -0.94405 2.74302 -2.79375 0.014 -0.407 -0.004 -0.45
C -0.87607 3.22879 -1.35807 0.189 -0.087 0.230 -0.49
S 0.51227 2.62331 -0.33814 0.042 -0.292 -0.465 0.88
C 1.94999 3.43083 -1.14861 -0.250 -0.266 0.173 -0.44
C 3.08681 2.46140 -1.42263 -0.106 -0.244 -0.259 -0.47
S 2.63636 0.91737 -2.29233 -0.333 0.003 0.101 0.91
H 1.81834 2.64989 -3.72789 -0.009 0.042 -0.079 0.06
H 2.69078 1.41329 -4.63555 -0.073 0.051 -0.002 0.09
H 0.80292 -0.15597 -4.43359 -0.038 -0.059 -0.093 0.08
H 0.22333 1.36595 -5.13826 0.097 -0.084 -0.079 0.09
H -1.94948 2.92843 -3.17199 0.081 0.127 -0.078 0.09
H -0.23226 3.25573 -3.43865 -0.015 0.019 -0.005 0.07
H -1.74804 2.87480 -0.80049 0.130 0.159 -0.096 0.02
H -0.85213 4.31884 -1.31884 -0.090 0.016 -0.049 0.10
H 2.30412 4.20228 -0.46401 -0.001 0.037 -0.090 0.09
H 1.59056 3.91573 -2.05144 0.038 0.071 -0.098 0.07
H 3.51346 2.10611 -0.48450 0.111 0.031 -0.016 0.08
H 3.86770 2.94568 -2.01172 0.037 0.024 0.162 0.09
C 2.66159 -4.30725 -0.99019 -0.231 0.234 -0.235 -0.06
C 2.19504 -3.17534 -1.89473 0.632 -0.098 0.088 -0.29
O 0.77925 -3.05340 -1.89902 -0.711 0.417 0.307 -0.27
P 0.05812 -1.91029 -0.98527 0.060 0.047 -0.120 0.75
O -1.46290 -2.24562 -1.36188 0.304 0.181 0.455 -0.27
C -1.98428 -2.33968 -2.68354 -0.238 -0.258 -0.480 -0.29
C -2.06454 -3.78970 -3.13756 0.100 0.304 0.311 -0.06
O 0.08761 -2.45844 0.51317 0.255 0.109 -0.159 -0.29
C -0.62191 -3.63904 0.91263 -0.152 -0.483 0.301 -0.26
C -0.14879 -4.02501 2.30033 -0.074 0.122 -0.324 -0.05
H 3.73804 -4.42202 -1.08888 0.102 -0.045 0.041 0.08
H 2.18117 -5.24031 -1.27562 -0.001 -0.079 -0.044 0.08
H 2.42101 -4.10085 0.04881 -0.002 0.050 0.148 0.06
H 2.49044 -3.37376 -2.92737 0.009 0.086 0.066 0.12
H 2.64357 -2.22550 -1.57701 0.043 -0.025 -0.093 0.09
H -1.36954 -1.75570 -3.37419 -0.065 0.009 0.009 0.08
H -2.98219 -1.89284 -2.63408 0.186 0.011 -0.115 0.12
H -1.07432 -4.23271 -3.16126 0.105 -0.040 -0.048 0.07
H -2.49992 -3.83854 -4.12913 -0.119 -0.035 -0.174 0.08
H -2.67876 -4.36340 -2.44764 -0.103 -0.045 0.009 0.08
H -0.44172 -4.44025 0.19250 -0.015 0.020 -0.017 0.12
H -1.68841 -3.41463 0.91809 0.004 0.027 -0.054 0.12
H 0.86875 -4.40122 2.27233 0.168 -0.032 0.049 0.08
H -0.79440 -4.79423 2.71576 -0.038 -0.091 0.020 0.08
H -0.18521 -3.15275 2.94621 -0.013 0.070 0.148 0.06
C -2.03586 2.58022 4.03598 -0.101 -0.012 -0.438 -0.29
Sb -2.32264 2.12784 1.96008 -0.697 -0.002 0.026 1.39
C -3.86911 0.65159 2.22643 0.272 0.267 -0.010 -0.30
C -3.83408 3.75857 1.51120 0.659 -0.454 0.078 -0.27
H -3.00161 2.73652 4.50085 -0.152 0.000 0.112 0.01
H -1.43890 3.47610 4.14107 0.159 0.178 0.046 0.00
H -1.52456 1.74826 4.50382 0.089 -0.155 0.127 0.00
H -4.61469 1.04021 2.91149 -0.106 0.081 0.098 0.01
H -3.44554 -0.25579 2.63796 0.071 -0.175 0.070 -0.01
H -4.34697 0.42312 1.28003 -0.015 -0.016 -0.154 0.00
H -4.52296 3.81801 2.34337 -0.119 -0.053 0.247 0.00
H -4.37598 3.50184 0.60638 0.014 -0.112 -0.112 -0.01
H -3.33175 4.70961 1.38144 0.108 0.133 -0.021 -0.01
C 1.74983 2.17326 2.95305 -0.334 -0.590 -0.114 -0.18
Si 1.17222 0.38146 2.60167 0.432 0.121 0.266 0.48
C 2.39883 -0.35625 1.32130 -0.489 0.236 0.279 -0.16
C 1.21492 -0.59792 4.23818 0.113 0.443 -0.622 -0.17
C -0.53753 0.30636 1.81191 0.543 -0.209 -0.321 -0.31
H 2.83200 2.25615 2.90643 0.211 -0.078 0.004 0.03
H 1.45124 2.46856 3.95279 -0.102 0.076 0.261 0.02
H 1.32710 2.89625 2.26207 -0.079 0.061 -0.113 -0.02
H 3.42409 -0.03265 1.46974 0.211 0.162 0.051 0.04
H 2.09101 -0.05148 0.30147 0.401 -0.032 0.278 -0.06
H 2.38533 -1.44006 1.33534 -0.096 -0.215 -0.002 0.02
H 2.01989 -0.23368 4.87048 0.139 0.072 0.116 0.03
H 1.37494 -1.66126 4.09306 -0.021 -0.183 -0.132 0.01
H 0.28559 -0.47177 4.78500 -0.195 0.055 0.109 0.02
H -1.14665 -0.51644 2.16858 -0.143 -0.330 0.236 -0.01
H -0.49624 0.23811 0.70979 -0.537 0.664 0.000 -0.11
```
Forces are in eV/Å.